Record 1
A molecular structure, C33H34FN5O2OsS at a distorted geometry, computed with wB97M-V/def2-TZVPD.

2S+1	1
orbital gap (alpha / beta)	0.2074 / 0.2084	Eh
energy relative to the best compared isomer or geometry (same formula, charge and spin)	108.1	kJ/mol
total charge	+2
highest occupied orbital energy (alpha / beta)	-0.476 / -0.477	hartree

Last column: Löwdin charge in e.
Geometry (Å):
Os (0.621, 0.214, 0.274)  1.391
C (1.998, -0.233, 3.148)  -0.130
N (2.108, -0.194, 1.682)  -0.133
C (3.287, -0.354, 1.155)  -0.059
C (3.376, -0.307, -0.252)  -0.318
C (4.404, -0.369, -1.166)  0.005
C (3.821, -0.170, -2.438)  -0.047
C (2.468, 0.007, -2.245)  -0.165
N (2.171, -0.075, -0.917)  -0.191
C (1.196, -1.424, 3.623)  -0.246
C (0.200, -1.272, 4.581)  -0.050
C (-0.515, -2.375, 5.038)  -0.060
C (-0.219, -3.644, 4.557)  -0.057
C (0.789, -3.806, 3.611)  -0.058
C (1.480, -2.701, 3.133)  -0.058
H (1.530, 0.686, 3.500)  0.120
H (2.999, -0.283, 3.577)  0.133
H (4.171, -0.493, 1.769)  0.150
H (5.449, -0.530, -0.944)  0.123
H (4.333, -0.155, -3.388)  0.113
H (1.713, 0.166, -3.003)  0.112
H (-0.002, -0.287, 4.996)  0.124
H (-1.289, -2.247, 5.787)  0.117
H (-0.747, -4.506, 4.946)  0.116
H (1.051, -4.800, 3.265)  0.111
H (2.265, -2.837, 2.395)  0.118
C (-2.039, 2.578, 3.619)  0.031
O (-2.168, 1.163, 3.314)  0.038
C (-1.404, 0.678, 2.382)  -0.591
O (-0.574, 1.296, 1.716)  -0.081
N (-1.535, -0.614, 2.133)  0.116
N (-0.580, -1.112, 1.245)  -0.058
H (-2.575, 2.728, 4.548)  0.108
H (-2.494, 3.169, 2.827)  0.104
H (-0.993, 2.849, 3.730)  0.103
H (-2.134, -1.206, 2.687)  0.184
H (-1.036, -1.609, 0.495)  0.049
H (0.050, -1.758, 1.730)  0.087
N (-0.554, 1.090, -1.155)  -0.472
S (-1.332, 2.521, -1.036)  1.114
C (-0.332, 3.693, -1.956)  -0.403
C (-0.936, 4.839, -2.459)  -0.075
C (-0.158, 5.747, -3.158)  -0.044
C (1.199, 5.509, -3.344)  -0.046
C (1.791, 4.370, -2.816)  -0.049
C (1.026, 3.456, -2.102)  -0.083
C (-2.678, 2.308, -2.176)  -0.418
C (-3.959, 2.244, -1.647)  -0.078
C (-5.020, 1.949, -2.494)  -0.051
C (-4.787, 1.724, -3.844)  -0.042
C (-3.497, 1.815, -4.363)  -0.043
C (-2.431, 2.110, -3.530)  -0.075
H (-0.471, 0.827, -2.131)  0.011
H (-1.997, 5.016, -2.317)  0.122
H (-0.615, 6.644, -3.558)  0.121
H (1.798, 6.218, -3.901)  0.119
H (2.850, 4.191, -2.954)  0.117
H (1.481, 2.577, -1.669)  0.071
H (-4.130, 2.426, -0.592)  0.110
H (-6.025, 1.888, -2.096)  0.118
H (-5.614, 1.485, -4.501)  0.120
H (-3.321, 1.652, -5.419)  0.120
H (-1.429, 2.197, -3.937)  0.122
F (1.940, -6.540, 0.553)  0.126
C (1.371, -5.436, 0.093)  -0.255
C (-0.001, -5.287, 0.226)  0.021
C (-0.585, -4.125, -0.227)  -0.013
C (0.181, -3.106, -0.835)  -0.305
C (-0.434, -1.934, -1.346)  0.085
C (1.576, -3.312, -0.960)  0.008
C (2.170, -4.466, -0.500)  0.037
H (-0.583, -6.088, 0.664)  0.138
H (-1.665, -4.013, -0.172)  0.130
H (-1.515, -1.825, -1.326)  0.100
H (0.099, -1.351, -2.085)  0.049
H (2.179, -2.548, -1.437)  0.107
H (3.234, -4.639, -0.605)  0.138

***

Record 2
A molecular structure, C3H10N2S, computed with wB97M-V/def2-TZVPD.

2S+1	2
⟨S²⟩	0.75
orbital gap (alpha / beta)	0.1063 / 0.2377	Eh
energy relative to the best compared isomer or geometry (same formula, charge and spin)	177.6	kJ/mol
total charge	-1
highest occupied orbital energy (alpha / beta)	0.035 / -0.100	hartree

Last column: Mulliken spin population.
Geometry (Å):
C (0.955, -0.246, 0.449)  0.498
C (1.849, -0.881, -0.440)  0.481
N (2.942, -0.123, -1.025)  0.090
N (-0.048, -1.032, 1.146)  0.048
H (0.891, 0.825, 0.582)  -0.047
H (1.946, -1.960, -0.476)  0.067
H (3.078, -0.405, -1.987)  -0.137
H (2.680, 0.856, -1.068)  0.000
H (-1.240, -0.606, 0.806)  -0.011
H (0.001, -1.008, 2.175)  -0.004
H (-0.050, -1.996, 0.825)  -0.004
C (-2.593, 1.448, -0.248)  0.041
S (-2.774, -0.251, 0.397)  -0.006
H (-1.737, 1.931, 0.217)  -0.018
H (-2.408, 1.416, -1.322)  0.013
H (-3.493, 2.031, -0.031)  -0.010

***

Record 3
2 unconnected molecules or ions with the total composition C22H31N2O at a distorted geometry, computed with wB97M-V/def2-TZVPD.

2S+1	2
⟨S²⟩	0.75
orbital gap (alpha / beta)	0.3334 / 0.3379	Eh
highest occupied orbital energy (alpha / beta)	-0.304 / -0.320	hartree

Last column: Mulliken spin population.
Geometry (Å):
C (4.893, -0.340, 2.669)  0.000
C (3.713, -0.634, 1.760)  0.000
C (2.938, -1.735, 1.988)  0.000
C (1.849, -1.972, 1.173)  0.000
C (1.567, -1.116, 0.142)  0.004
C (0.360, -1.296, -0.766)  0.006
C (-0.950, -0.755, -0.157)  0.003
C (-0.829, 0.676, 0.429)  0.029
C (-1.940, 1.008, 1.465)  0.018
C (-1.455, 0.822, 2.925)  0.019
C (-2.220, 2.526, 1.306)  0.000
N (-3.178, 0.264, 1.152)  0.369
O (-3.691, 0.663, 0.039)  0.553
C (-3.005, -1.212, 1.233)  0.026
C (-3.941, -1.887, 0.202)  -0.010
C (-3.415, -1.816, 2.598)  0.007
C (-1.563, -1.676, 0.909)  0.005
C (2.361, -0.022, -0.092)  -0.001
C (3.452, 0.221, 0.717)  0.000
H (5.347, -1.239, 3.089)  0.000
H (5.628, 0.313, 2.197)  0.000
H (4.513, 0.229, 3.529)  0.000
H (3.133, -2.444, 2.786)  0.000
H (1.183, -2.818, 1.316)  0.000
H (0.567, -0.861, -1.746)  0.000
H (0.231, -2.380, -0.893)  -0.001
H (-1.683, -0.700, -0.971)  -0.005
H (0.120, 0.867, 0.939)  -0.002
H (-0.871, 1.375, -0.411)  -0.006
H (-0.697, 0.033, 2.941)  0.001
H (-0.947, 1.728, 3.254)  0.002
H (-2.272, 0.572, 3.601)  -0.015
H (-2.334, 2.801, 0.259)  0.001
H (-3.049, 2.864, 1.931)  -0.004
H (-1.305, 3.025, 1.642)  0.001
H (-3.645, -1.686, -0.826)  0.007
H (-3.865, -2.967, 0.356)  0.000
H (-4.966, -1.577, 0.408)  0.001
H (-2.754, -1.494, 3.403)  -0.004
H (-3.344, -2.901, 2.508)  0.002
H (-4.442, -1.499, 2.796)  -0.005
H (-0.915, -1.701, 1.792)  -0.003
H (-1.597, -2.709, 0.548)  0.003
H (2.138, 0.676, -0.901)  0.000
H (4.055, 1.100, 0.512)  0.000
N (1.402, 1.444, -3.329)  0.000
C (2.563, 1.330, -3.974)  0.000
C (2.728, 1.618, -5.320)  0.000
C (1.625, 2.045, -6.040)  0.000
C (0.408, 2.167, -5.389)  0.000
C (0.352, 1.856, -4.040)  0.000
H (3.399, 0.989, -3.372)  0.000
H (3.696, 1.510, -5.790)  0.000
H (1.711, 2.279, -7.094)  0.000
H (-0.478, 2.496, -5.915)  0.000
H (-0.579, 1.940, -3.489)  0.000